[1]
DFT (wB97M-V/def2-TZVPD) results for one molecule with the formula C2H3N3S2 at a distorted geometry.

Atoms and positions in Å:
C -0.826 1.929 0.178
C 0.675 0.415 -0.193
H -0.135 -1.469 1.230
H -2.348 0.729 -0.496
H -1.296 2.853 0.123
N -0.597 -0.140 -0.505
N -1.591 0.804 0.089
N 0.403 1.807 0.104
S -1.020 -1.735 0.071
S 2.093 -0.357 0.017

Summary:
frontier orbital gap: 8.765 eV
electronic energy: -1038.5682 hartree
relative energy (zero: lowest compared OMol25 entry of this formula, charge and spin): 182.3 kJ/mol
SMILES: S=c1nc[nH]n1S


[2]
DFT (wB97M-V/def2-TZVPD) results for C6H12BrFeN2 as an isolated structure at a distorted geometry.

Atoms and positions in Å:
C 2.629 0.743 -1.433
Fe 1.229 0.022 0.867
N 0.835 -0.785 2.829
H 2.259 0.994 1.545
H 0.100 -0.246 3.295
H 2.819 0.189 -0.485
H 3.452 1.442 -1.551
H 1.682 1.312 -1.422
H 2.637 0.056 -2.277
H 0.492 -1.749 2.778
H 1.623 -0.796 3.480
Br -4.261 0.979 0.883
C -2.699 0.332 -0.012
C -2.761 -0.167 -1.318
C -1.600 -0.641 -1.923
C -0.408 -0.623 -1.218
N -0.386 -0.109 0.041
C -1.492 0.384 0.675
H -3.725 -0.159 -1.831
H -1.589 -1.016 -2.957
H 0.542 -0.969 -1.634
H -1.378 0.804 1.668

Summary:
frontier orbital gap (alpha / beta): 3.832 / 4.802 eV
charge: -1
electronic energy: -4182.9335 hartree
relative energy (zero: lowest compared OMol25 entry of this formula, charge and spin): 0.0 kJ/mol
spin multiplicity: 5


[3]
DFT (wB97M-V/def2-TZVPD) results for C20H52N5O8Pb as an isolated structure at a distorted geometry.

Atoms and positions in Å:
Pb -2.999 2.294 0.144
C -0.024 0.272 -0.671
O -0.866 1.337 -1.033
H -0.563 -0.452 -0.051
H 0.348 -0.288 -1.535
H 0.849 0.652 -0.135
C -1.471 4.568 -1.555
O -1.934 4.408 -0.230
C -1.030 4.836 0.763
C -1.515 4.354 2.086
N -1.585 2.884 2.223
C -0.329 2.174 2.273
C 0.495 2.473 3.525
O -0.209 1.921 4.624
C 0.093 2.337 5.981
H -1.123 5.603 -1.606
H -2.252 4.440 -2.303
H -0.627 3.909 -1.768
H -1.005 5.928 0.793
H 0.014 4.535 0.638
H -2.540 4.675 2.283
H -0.894 4.739 2.897
H -2.067 2.694 3.098
H 0.180 2.399 1.333
H -0.543 1.105 2.220
H 0.823 3.513 3.560
H 1.350 1.795 3.445
H 0.201 3.421 5.957
H 1.052 1.917 6.295
H -0.592 1.934 6.721
C -3.533 3.218 -7.961
O -2.785 3.232 -6.761
C -2.703 1.931 -6.109
C -2.217 2.276 -4.699
N -2.262 1.124 -3.791
C -1.332 0.069 -4.249
C 0.092 0.583 -4.384
O 0.503 1.255 -5.565
C 0.717 0.402 -6.676
H -4.564 2.977 -7.684
H -3.207 2.423 -8.638
H -3.475 4.180 -8.464
H -2.029 1.309 -6.700
H -3.678 1.454 -6.246
H -2.791 3.053 -4.190
H -1.237 2.736 -4.852
H -1.886 1.443 -2.904
H -1.746 -0.246 -5.209
H -1.404 -0.779 -3.569
H 0.790 -0.200 -4.060
H 0.357 1.362 -3.663
H -0.194 -0.054 -7.067
H 1.391 -0.430 -6.444
H 1.277 0.965 -7.421
C 3.915 -6.204 3.728
O 2.781 -6.455 2.920
C 1.522 -6.409 3.573
C 1.037 -5.153 4.282
N 0.948 -4.112 3.257
C 1.478 -2.810 3.746
C 0.898 -1.657 2.877
O -0.494 -1.433 3.172
C -0.847 -1.114 4.506
H 4.731 -5.895 3.078
H 4.193 -7.056 4.352
H 3.637 -5.347 4.347
H 1.709 -7.158 4.355
H 0.726 -6.812 2.949
H 1.605 -4.821 5.158
H 0.080 -5.367 4.770
H 1.437 -4.499 2.461
H 2.569 -2.757 3.680
H 1.249 -2.765 4.810
H 0.985 -1.871 1.815
H 1.564 -0.798 3.013
H -1.814 -0.613 4.576
H -0.046 -0.534 4.962
H -1.116 -2.034 5.034
C 2.881 -2.916 -0.247
O 2.997 -2.000 0.571
N 1.884 -3.001 -1.158
N 3.576 -4.067 -0.129
H 1.221 -2.246 -1.184
H 1.886 -3.711 -1.867
H 3.345 -4.816 -0.756
H 4.146 -4.229 0.681

Summary:
frontier orbital gap: 6.076 eV
charge: +1
electronic energy: -1861.3474 hartree


[4]
DFT (wB97M-V/def2-TZVPD) results for C50H39CsN14O4S as an isolated structure.

Atoms and positions in Å:
Cs -0.338 0.081 -0.435
O 1.133 -2.312 -4.620
C 0.270 -3.275 -4.994
C 0.521 -3.991 -6.165
C -0.347 -4.991 -6.569
C -1.471 -5.295 -5.809
C -1.713 -4.589 -4.641
C -0.863 -3.574 -4.215
C -1.110 -2.803 -2.949
O -0.459 -1.718 -2.801
N -1.989 -3.337 -2.126
N -2.062 -2.649 -0.944
C -3.062 -2.934 -0.212
C -3.266 -2.286 1.094
C -4.483 -2.448 1.756
C -4.692 -1.786 2.954
C -3.683 -0.987 3.462
C -2.495 -0.894 2.744
N -2.283 -1.531 1.599
H 0.665 -1.885 -3.806
H 1.407 -3.747 -6.738
H -0.143 -5.537 -7.483
H -2.151 -6.077 -6.125
H -2.574 -4.805 -4.022
H -3.819 -3.647 -0.553
H -5.255 -3.068 1.315
H -5.638 -1.882 3.475
H -3.811 -0.424 4.377
H -1.678 -0.268 3.087
N -4.090 5.243 9.629
C -3.699 4.781 8.650
C -3.212 4.203 7.428
C -3.032 5.003 6.301
C -2.569 4.438 5.126
C -2.271 3.079 5.057
C -2.448 2.291 6.193
C -2.920 2.840 7.371
C -1.773 2.471 3.788
C -0.454 1.995 3.831
C 0.477 2.210 4.901
C 1.654 1.622 4.508
C 1.390 1.065 3.222
N 0.157 1.281 2.814
C -2.687 2.444 2.736
C -4.074 2.820 2.821
C -4.605 2.601 1.578
C -3.526 2.104 0.777
N -2.401 2.007 1.450
H -3.256 6.060 6.354
H -2.432 5.046 4.242
H -2.205 1.237 6.138
H -3.064 2.225 8.249
H 0.293 2.756 5.814
H 2.590 1.593 5.047
H 2.089 0.522 2.598
H -4.591 3.181 3.698
H -5.624 2.763 1.258
H -3.560 1.842 -0.274
C 10.524 2.217 -1.010
O 10.296 3.161 -2.031
C 9.147 3.908 -1.938
C 8.875 4.751 -3.008
C 7.737 5.540 -2.999
C 6.838 5.481 -1.939
C 7.134 4.657 -0.859
C 8.278 3.873 -0.853
N 5.737 6.393 -1.901
N 4.561 6.007 -1.691
C 4.136 4.682 -1.668
C 4.685 3.624 -2.395
C 4.150 2.353 -2.379
C 3.015 2.010 -1.591
O 2.559 0.841 -1.517
C 2.384 3.130 -0.870
N 1.271 2.836 -0.164
C 0.660 3.787 0.499
C 1.121 5.116 0.501
C 2.249 5.433 -0.203
C 2.928 4.429 -0.929
H 11.431 1.683 -1.283
H 9.696 1.506 -0.930
H 10.672 2.699 -0.039
H 9.567 4.775 -3.840
H 7.523 6.204 -3.828
H 6.445 4.610 -0.026
H 8.470 3.234 -0.002
H 5.542 3.804 -3.029
H 4.601 1.564 -2.970
H -0.226 3.492 1.054
H 0.582 5.869 1.062
H 2.639 6.442 -0.222
N 0.846 0.869 -3.886
C -0.070 0.722 -4.845
N 0.386 0.275 -6.065
N -1.346 1.001 -4.743
C -1.815 1.345 -3.556
N -2.303 1.625 -2.542
H 1.805 0.596 -4.013
H 0.597 1.142 -2.950
H 1.039 -0.494 -5.963
H -0.396 0.015 -6.648
S 4.152 -1.432 2.016
C 3.041 -2.368 2.923
C 1.897 -2.528 2.211
N 1.885 -1.941 0.973
C 3.000 -1.323 0.739
H 3.265 -2.722 3.914
H 1.015 -3.054 2.548
H 3.189 -0.740 -0.156

Summary:
frontier orbital gap: 5.993 eV
charge: -2
electronic energy: -3414.7312 hartree
relative energy (zero: lowest compared OMol25 entry of this formula, charge and spin): 32.7 kJ/mol